(1)
88
Properties=species:S:1:pos:R:3:mulliken_charge:R:1 method="wB97M-V/def2-TZVPD" smiles="NC(N)=O.NC(N)=O.CCO.CCO.CCO.CCO.CCO.CCO.CCO.CCO" total_charge=0
N 4.3331 0.7865 2.1360 -0.2551
C 4.1230 1.9959 1.5160 0.7013
N 4.6814 3.0783 2.1130 -0.4648
O 3.5111 2.0677 0.4443 -0.6502
H 3.8338 0.0378 1.6624 0.1393
H 4.9309 0.6484 2.9206 0.1786
H 4.5519 3.9509 1.6338 0.2621
H 5.2846 2.9223 2.8920 0.1529
N 2.6392 -2.0951 -0.7463 -0.0885
C 3.0893 -2.4206 0.4980 0.4721
N 3.5291 -3.7204 0.5757 -0.3983
O 2.9696 -1.6747 1.4711 -0.6599
H 2.0017 -1.3100 -0.8193 -0.2023
H 2.6033 -2.8073 -1.4501 0.2803
H 3.7558 -4.2346 -0.2537 0.1751
H 4.0243 -3.9775 1.4131 0.2540
C -0.7706 0.6364 3.4913 -0.6845
C 0.6279 0.1414 3.8088 0.2162
O 0.6692 -0.2969 5.1735 -0.5788
H -0.9544 0.8955 2.4466 -0.1598
H -0.8535 1.5736 4.0450 0.3210
H -1.5079 -0.1090 3.7763 0.3692
H 1.3960 0.9018 3.6219 0.2222
H 0.9938 -0.7048 3.2120 -0.0080
H 1.3606 0.1835 5.6311 0.3179
C -0.4768 -0.0795 -0.4528 0.7048
C 0.7627 0.6848 -0.0271 -0.1996
O 1.6951 0.6419 -1.0868 -0.4996
H -1.1736 -0.0104 0.3891 -0.1762
H -0.2466 -1.1456 -0.5304 -0.5877
H -1.0034 0.2846 -1.3348 -0.0122
H 1.1048 0.2782 0.9304 0.2848
H 0.4744 1.7237 0.1819 0.3028
H 2.5792 0.8962 -0.7498 0.4136
C -3.1283 -2.0378 1.9896 -0.3394
C -3.6640 -3.3879 2.4039 -0.3741
O -3.7684 -3.3764 3.8612 -0.5571
H -3.9191 -1.2905 2.0429 0.4833
H -2.8227 -2.1758 0.9487 0.1976
H -2.2972 -1.7058 2.6034 -0.2191
H -3.0281 -4.2502 2.1952 0.1516
H -4.6756 -3.6220 2.0602 0.3122
H -4.0422 -4.2562 4.1346 0.2983
C 0.5269 4.2731 1.4693 -0.4003
C 0.0617 5.2244 0.3704 -0.2818
O -0.9470 6.0826 0.9027 -0.5431
H 0.9692 4.8753 2.2663 0.4069
H 1.3117 3.5871 1.1418 -0.0233
H -0.3345 3.7298 1.8547 0.1412
H -0.3206 4.6954 -0.5061 0.1139
H 0.9010 5.8143 -0.0133 0.3205
H -0.5784 6.9556 1.0441 0.3141
C -4.1569 1.2780 -0.0643 -0.8146
C -4.2568 1.5325 -1.5550 -0.0617
O -5.5193 1.0895 -2.0221 -0.5543
H -5.0283 1.6917 0.4456 0.4417
H -3.2880 1.7217 0.4186 0.2377
H -4.1497 0.1931 0.0469 0.0717
H -3.4554 0.9928 -2.0790 0.1201
H -4.0679 2.5888 -1.7894 0.2618
H -5.5051 1.0951 -2.9824 0.3175
C 2.2039 -1.2873 -4.3448 -1.2486
C 0.7312 -1.3879 -3.9833 0.7805
O 0.2272 -2.6570 -4.4070 -0.5966
H 2.1540 -1.5084 -5.4184 0.4156
H 2.8859 -1.9343 -3.8029 0.2358
H 2.5587 -0.2563 -4.3710 0.3210
H 0.2176 -0.6022 -4.5532 0.1369
H 0.4658 -1.3187 -2.9222 -0.3058
H -0.6422 -2.8050 -4.0317 0.3095
C 0.1360 -4.1354 1.6782 -0.6010
C -0.2247 -4.4199 0.2157 -0.0858
O -1.5105 -4.9803 0.1020 -0.5126
H -0.2953 -3.1568 1.9097 -0.1230
H 1.2188 -4.1239 1.7665 0.2900
H -0.3174 -4.8734 2.3351 0.3803
H 0.5636 -5.1418 -0.0563 0.3901
H -0.0650 -3.6050 -0.4930 -0.0126
H -1.5307 -5.8723 -0.2423 0.2900
C -0.4644 2.9066 -5.2915 -1.4626
C -0.7527 2.3765 -3.8848 0.3261
O 0.4597 2.5075 -3.1490 -0.5824
H -0.1267 3.9401 -5.2215 0.3423
H -1.3467 2.8561 -5.9317 0.3953
H 0.3242 2.3004 -5.7352 0.3158
H -1.0944 1.3441 -4.0164 0.1055
H -1.5563 2.9472 -3.4108 0.1579
H 0.4241 1.8259 -2.4614 0.1743

---

(2)
21
Properties=species:S:1:pos:R:3:nbo_charge:R:1 method="wB97M-V/def2-TZVPD" smiles="C/C(N)=C/N.CC(=O)O" total_charge=0
C 2.4654 0.1328 0.0855 -0.6481
C 1.1392 0.0069 0.7714 0.2347
N 0.8103 0.9478 1.6985 -0.7972
C 0.2302 -0.9799 0.4057 -0.1958
N -0.7776 -1.4361 1.2565 -0.8551
H 3.2317 -0.3814 0.6749 0.2268
H 2.4139 -0.2970 -0.9185 0.2362
H 2.7515 1.1811 -0.0432 0.2112
H -0.1893 1.0122 1.8702 0.3735
H 1.2669 1.8468 1.5798 0.3889
H 0.6152 -1.7770 -0.2292 0.1976
H -0.6145 -2.3491 1.6681 0.3770
H -1.1258 -0.7599 1.9271 0.3530
C -2.2388 0.6062 -0.7491 -0.7098
C -0.8998 0.2958 -1.3781 0.7951
O -0.0815 1.2078 -1.6361 -0.6697
O -1.0410 -0.7118 -2.3063 -0.7011
H -2.7960 -0.3138 -0.5528 0.2375
H -2.8192 1.2229 -1.4367 0.2463
H -2.0864 1.1532 0.1848 0.2114
H -0.2544 -0.6075 -2.8726 0.4877

---

| no. | gap between HOMO and LUMO (eV) | highest occupied orbital energy (eV) |
| --- | --- | --- |
| 1 | 10.148 | -9.77 |
| 2 | 7.892 | -7.13 |